Below is a cluster of 2 separate species, C5H8BrCl in total in a non-equilibrium geometry, with properties calculated with wB97M-V/def2-TZVPD.

Structure (XYZ):
```
15
Properties=species:S:1:pos:R:3:forces:R:3
C -0.14049 1.16282 1.76707 1.60 -2.76 1.78
C 0.06798 -0.11462 1.27065 0.64 0.40 -1.96
C -0.34832 -1.78757 -0.70979 3.20 1.47 -0.54
C 0.83217 1.07134 -1.42928 -1.47 0.88 0.11
C -0.62358 -0.56565 0.11843 1.14 -0.21 0.69
Cl 1.09955 2.21613 -0.22270 0.54 0.20 -0.35
Br -2.37574 0.01852 -0.11618 -0.82 0.58 -0.22
H 0.38919 1.32971 2.68296 0.81 0.61 0.17
H -1.00584 1.71167 1.75174 -2.09 1.05 -0.82
H 1.10222 -0.56058 1.41679 -1.49 0.30 0.10
H -1.14694 -2.42563 -0.77972 -2.42 -1.09 -0.70
H 0.03965 -1.37979 -1.70978 -0.81 -1.30 1.19
H 0.39335 -2.47903 -0.27169 0.35 0.79 -0.03
H 1.57333 0.29737 -1.56409 -0.03 0.22 -0.16
H 0.14348 1.50531 -2.20440 0.87 -1.15 0.73
```
Forces are in eV/Å.

Calculated values
- E_LUMO (alpha / beta) (eV) = 0.080 / -0.121
- max |F| (Eh/bohr) = 0.0711
- E_HOMO (alpha / beta) (eV) = -7.550 / -8.087
- total energy (eV) = -87875.2237
- ΔE to the lowest compared entry with this formula, charge and spin (eV) = 3.242
- net charge = 0

Below is a cluster of 3 separate species, C24H42O6Si2 in total, with properties calculated with wB97M-V/def2-TZVPD.

Structure (XYZ):
```
74
Properties=species:S:1:pos:R:3:forces:R:3
C 5.99213 -2.98490 3.13687 -0.22 -0.02 -0.12
Si 4.66363 -2.28378 2.01239 -0.11 -0.09 0.15
C 3.04491 -2.41032 2.96589 0.16 -0.16 -0.33
C 5.11102 -0.51466 1.52538 -0.18 0.16 0.18
C 4.15151 0.61866 1.95075 0.08 0.10 -0.24
C 3.09315 0.98164 0.89749 -0.06 -0.12 0.49
C 1.81888 0.14348 0.94480 -0.14 -0.01 -0.10
C 0.67108 0.77322 0.14196 0.23 -0.29 -0.05
C -0.34600 -0.23978 -0.37737 -0.11 0.08 0.10
C -1.24487 -0.84894 0.70666 0.14 -0.20 -0.13
C -0.66171 -2.09645 1.39711 -0.08 0.06 0.21
Si -1.95010 -3.30109 2.03442 0.16 -0.01 0.13
C 4.46547 -3.37496 0.49489 0.09 -0.03 -0.18
C 4.91409 -4.70025 0.46052 -0.08 0.11 -0.03
C 4.70839 -5.50449 -0.65405 -0.08 0.05 -0.05
C 4.05126 -4.99574 -1.76703 -0.02 0.13 0.03
C 3.60887 -3.67716 -1.76261 0.06 -0.01 0.10
C 3.81600 -2.88066 -0.64271 0.05 -0.17 -0.03
H 6.97736 -3.02845 2.67343 0.05 0.05 0.03
H 5.70497 -3.99387 3.44021 0.08 -0.02 0.05
H 6.03530 -2.37064 4.03925 0.13 -0.02 0.01
H 2.21185 -2.36038 2.26324 -0.06 0.11 0.13
H 2.92228 -1.65659 3.74215 -0.05 -0.02 0.05
H 3.01739 -3.40680 3.41459 -0.03 0.05 0.11
H 6.08486 -0.32648 1.98912 0.03 -0.07 -0.03
H 5.27730 -0.42890 0.44856 0.07 -0.12 -0.03
H 4.74617 1.51639 2.13786 0.02 -0.02 0.02
H 3.64739 0.38774 2.89249 0.04 0.00 0.05
H 2.80079 2.02248 1.06858 0.04 0.03 -0.18
H 3.55091 0.90159 -0.09213 -0.08 0.22 -0.10
H 1.51504 0.01933 1.98848 0.00 -0.06 -0.02
H 1.99687 -0.86097 0.54977 0.08 -0.01 0.08
H 1.10379 1.29552 -0.71758 -0.04 0.10 0.04
H 0.16015 1.50762 0.77074 0.01 0.14 -0.15
H -0.98327 0.24394 -1.12194 -0.01 0.06 0.04
H 0.18876 -1.04183 -0.89987 -0.04 0.01 -0.05
H -1.45797 -0.07780 1.44894 -0.15 -0.03 0.02
H -2.20113 -1.10659 0.24621 -0.03 0.04 0.00
H -0.05844 -1.81775 2.26692 0.11 0.00 -0.10
H 0.00453 -2.64600 0.72595 -0.01 0.01 -0.07
H -2.47839 -2.86767 3.34978 -0.08 0.04 -0.05
H -3.07932 -3.42898 1.08438 0.00 -0.02 -0.02
H -1.33222 -4.63343 2.24064 -0.05 -0.02 -0.02
H 5.43387 -5.11468 1.31731 -0.01 0.00 -0.01
H 5.05364 -6.53081 -0.65658 0.03 0.01 0.02
H 3.88377 -5.61630 -2.63881 0.03 -0.02 0.03
H 3.11010 -3.26335 -2.63096 -0.01 -0.04 0.01
H 3.46500 -1.85436 -0.66268 0.03 0.01 -0.01
C -4.53518 -0.01338 -3.63082 0.19 -0.03 0.05
C -5.00901 0.40865 -2.26528 0.00 0.02 -0.07
C -5.53074 1.82706 -2.16567 0.00 0.14 -0.08
O -5.21869 2.17344 -0.80775 -0.06 0.06 -0.03
C -4.15147 1.43754 -0.42848 0.00 -0.07 -0.13
O -3.51403 1.62484 0.55660 0.06 0.07 0.11
O -3.90955 0.46070 -1.33046 -0.02 -0.08 0.04
H -5.34615 0.08220 -4.35301 -0.02 0.00 0.00
H -3.70127 0.61126 -3.95139 -0.05 0.06 -0.02
H -4.20032 -1.04972 -3.62182 -0.03 0.00 0.01
H -5.74043 -0.30077 -1.86827 0.00 0.01 0.02
H -6.60021 1.92296 -2.33259 -0.02 -0.03 0.11
H -4.99070 2.50938 -2.82684 -0.01 -0.04 -0.04
C -3.99117 5.31213 0.11553 -0.03 -0.13 -0.05
C -3.72475 5.86852 -1.25898 -0.01 0.00 0.16
C -4.72866 6.88223 -1.76968 -0.02 0.01 -0.03
O -4.68799 6.67045 -3.18898 -0.06 0.04 0.04
C -4.30590 5.39158 -3.40522 -0.03 0.04 0.12
O -4.37340 4.82491 -4.44736 -0.01 -0.05 -0.08
O -3.85167 4.83874 -2.26030 0.10 -0.12 -0.04
H -4.02202 6.12185 0.84551 0.02 0.02 0.00
H -4.94116 4.77764 0.13165 -0.02 0.05 0.00
H -3.21370 4.60879 0.41003 0.00 0.00 0.00
H -2.70860 6.26552 -1.33158 0.00 0.02 -0.02
H -4.47302 7.91325 -1.54242 0.04 0.01 -0.10
H -5.73930 6.66442 -1.41582 0.01 0.00 0.04
```
Forces are in eV/Å.

Calculated values
- E_LUMO (eV) = 0.656
- max |F| (Eh/bohr) = 0.0099
- E_HOMO (eV) = -9.106
- total energy (eV) = -53611.1193
- ΔE to the lowest compared entry with this formula, charge and spin (eV) = 0.000
- SMILES = C[Si](C)(CCCCCCCC[SiH3])c1ccccc1.C[C@@H]1COC(=O)O1.C[C@@H]1COC(=O)O1
- net charge = 0

Below is an isolated molecule of C5H11N3 in a non-equilibrium geometry, with properties calculated with wB97M-V/def2-TZVPD.

Structure (XYZ):
```
19
Properties=species:S:1:pos:R:3:forces:R:3
C -1.88432 -0.40209 -0.28968 -1.67 -0.47 1.43
C -1.41468 0.82546 0.61422 -0.77 0.69 -2.33
C -0.17921 1.74044 -0.00061 -1.27 0.72 -0.11
C 1.81888 0.24727 -0.23318 1.50 -1.00 1.10
C -0.71982 -1.22230 -0.65894 2.04 -2.02 -0.85
H -2.58467 -0.12333 -1.14131 1.21 -0.17 0.90
H -2.45520 -1.15057 0.31709 -0.38 1.19 0.13
H -2.41804 1.37822 0.68958 1.88 0.05 0.25
H -1.09158 0.49719 1.56836 -0.16 -0.29 1.00
H -0.68925 2.20881 -0.94136 1.26 -0.39 1.65
H 0.16370 2.58147 0.76002 -1.45 -1.50 -1.45
H 2.89921 0.14861 -0.42276 -0.18 0.75 -0.54
H 2.14486 -1.66689 0.56033 -0.82 1.96 -0.86
H -0.27915 -1.16771 1.44531 1.52 -0.38 -2.95
H -0.27434 -0.64099 -1.41968 1.27 0.22 -1.11
H -0.79064 -2.31384 -1.03536 -0.96 1.86 0.19
N 1.13902 1.25111 -0.40430 -1.50 3.03 -1.27
N 1.45153 -0.87782 0.37542 2.58 -3.82 1.32
N 0.21659 -1.35666 0.46158 -4.08 -0.42 3.52
```
Forces are in eV/Å.

Calculated values
- E_LUMO (eV) = 1.018
- max |F| (Eh/bohr) = 0.1051
- E_HOMO (eV) = -8.163
- total energy (eV) = -9830.0325
- ΔE to the lowest compared entry with this formula, charge and spin (eV) = 3.874
- SMILES = C1=N\CCCCNN/1
- net charge = 0

Below is an isolated molecule of C8H8O2S in a non-equilibrium geometry, with properties calculated with wB97M-V/def2-TZVPD.

Structure (XYZ):
```
19
Properties=species:S:1:pos:R:3:forces:R:3
C 0.63465 1.18539 2.58508 0.55 -1.76 -0.71
C -0.16954 2.00615 1.86655 0.32 2.03 1.02
C 1.00057 -0.05238 2.12784 0.37 -0.70 0.55
C -0.71676 1.50279 0.71891 -0.87 0.09 0.33
C 0.67123 -0.62028 0.87422 -1.10 1.90 -1.58
C -0.39396 0.22517 0.31633 -0.32 -0.44 -0.85
C -0.45569 -1.35196 -1.88909 0.34 -0.68 0.13
C 0.28012 -0.69814 -2.93311 -1.33 2.19 -2.84
O -2.11802 -1.77384 -0.03180 -0.59 0.54 -0.36
O 1.18302 -1.51809 0.18529 -0.10 -1.01 0.02
S -1.50844 -0.67384 -0.80528 0.44 -0.54 1.82
H 1.03809 1.45479 3.51871 0.33 0.54 1.01
H -0.22424 2.99036 2.36647 -0.97 -0.27 -1.18
H 1.60666 -0.58008 2.80625 1.01 -0.99 0.32
H -1.53863 2.02213 0.28518 -0.33 0.35 -0.68
H -0.58707 -2.38887 -2.20934 -0.19 -0.18 1.37
H -0.00135 -1.31244 -3.84753 0.77 0.91 0.69
H 1.32722 -0.83047 -2.73830 0.73 0.16 -0.06
H -0.02786 0.41360 -3.19638 0.94 -2.14 1.00
```
Forces are in eV/Å.

Calculated values
- E_LUMO (alpha / beta) (eV) = -2.125 / -2.123
- max |F| (Eh/bohr) = 0.0744
- E_HOMO (alpha / beta) (eV) = -7.859 / -7.859
- total energy (eV) = -23350.7493
- ΔE to the lowest compared entry with this formula, charge and spin (eV) = 5.535
- net charge = 0

Below is an isolated molecule of C5H6N2, with properties calculated with wB97M-V/def2-TZVPD.

Structure (XYZ):
```
13
Properties=species:S:1:pos:R:3:forces:R:3
C -1.43068 -0.61810 -0.08495 -0.14 -0.08 -0.03
C -1.42282 0.95932 0.15370 -0.03 0.06 0.03
C 0.06654 0.81005 -0.06272 0.16 -0.08 0.16
N 1.26052 1.30905 -0.24300 -0.12 -0.13 0.19
C 2.05277 0.16964 -0.23785 0.18 -0.12 0.01
C 1.32165 -0.99096 -0.08358 0.11 -0.01 -0.09
N 0.03209 -0.52917 0.01046 0.24 0.13 -0.02
H -1.76178 -0.89635 -1.08877 0.06 0.05 0.10
H -1.85780 -1.31843 0.64157 -0.18 0.52 0.02
H -1.95349 1.66836 -0.48979 -0.12 -0.57 -0.06
H -1.65428 1.18498 1.19682 0.01 0.06 -0.10
H 3.12878 0.25296 -0.33162 -0.20 -0.04 0.05
H 1.60327 -2.02187 0.07910 0.02 0.20 -0.27
```
Forces are in eV/Å.

Calculated values
- E_LUMO (eV) = 0.892
- max |F| (Eh/bohr) = 0.0114
- E_HOMO (eV) = -8.570
- total energy (eV) = -8260.8150
- ΔE to the lowest compared entry with this formula, charge and spin (eV) = 1.543
- SMILES = c1cn2c(n1)CC2
- net charge = 0

Below is a structure of composition C9H24As5F30N3O3 in a non-equilibrium geometry, with properties calculated with wB97M-V/def2-TZVPD.

Structure (XYZ):
```
74
Properties=species:S:1:pos:R:3:forces:R:3
C 5.61000 4.11564 -6.16235 -0.90 -0.84 1.71
C 4.77346 4.39277 -4.89112 -1.49 4.22 -1.56
O 4.39267 5.53884 -4.62691 1.21 -4.74 0.05
N 4.29712 3.21540 -4.01436 0.24 1.26 0.64
H 3.61444 3.62340 -3.39180 -0.78 0.54 0.09
H 3.81751 2.49274 -4.53190 0.07 -0.35 -0.44
C 5.35213 2.70421 -3.04214 -0.51 -0.42 -1.46
H 5.30177 3.22405 -6.70838 -0.27 -0.08 0.15
H 6.57985 3.86663 -5.73167 0.55 0.49 -0.63
H 5.50175 4.98278 -6.81385 0.56 -0.02 0.37
H 5.75892 3.63620 -2.64969 0.38 -0.62 0.51
H 5.99863 2.08830 -3.66727 0.56 0.33 0.45
H 4.81962 2.03668 -2.36470 0.29 0.44 0.40
C -1.72777 -0.01525 1.24726 -0.28 -0.25 0.75
C -0.82931 1.11096 1.67932 0.77 0.56 -2.52
O -0.26992 1.84378 0.88963 -0.91 -1.19 2.81
N -0.56042 1.24024 3.22398 -0.98 0.70 -0.46
H -0.64041 0.31785 3.62757 0.09 -0.62 0.17
H 0.40843 1.52200 3.26923 0.49 0.44 0.40
C -1.50900 2.12298 4.07222 -0.52 0.94 -1.33
H -2.75478 0.27779 1.46518 -0.24 0.07 -0.14
H -1.60145 -0.95173 1.79053 0.25 0.11 0.38
H -1.63220 -0.27290 0.19247 0.10 0.62 0.09
H -1.29464 2.08859 5.14038 0.01 -0.62 -0.30
H -2.52735 1.89727 3.75580 0.01 -0.88 0.65
H -1.50860 3.16791 3.76203 1.03 0.01 -0.20
C 1.87218 -8.61758 -6.06125 0.37 0.23 -0.23
C 1.06462 -7.59010 -5.26752 -1.72 -3.44 -0.83
O -0.05812 -7.82993 -4.93422 1.60 1.63 0.27
N 1.68343 -6.23197 -5.18284 -1.03 1.73 -0.63
H 2.34449 -6.09060 -4.43243 -0.23 -0.28 1.15
H 2.31835 -6.13316 -5.96208 0.06 -0.14 -0.74
C 0.68809 -5.03986 -5.27512 0.42 0.55 1.08
H 1.22237 -9.30951 -6.59705 -0.51 0.53 0.00
H 2.48405 -9.33983 -5.52083 0.22 0.57 0.66
H 2.49973 -8.10303 -6.78893 0.18 -0.15 -0.06
H 1.13614 -4.24195 -4.68292 0.26 0.06 -0.32
H -0.25429 -5.19574 -4.75004 0.05 -0.86 -0.31
H 0.54477 -4.70687 -6.30307 0.09 -0.47 0.10
As 5.38726 -0.02238 6.56024 0.53 0.28 0.00
F 6.87256 -0.83310 5.83523 -1.66 0.68 0.91
F 6.32475 1.48769 6.66727 -0.55 -1.17 0.36
F 3.94585 0.81902 7.22956 1.29 -0.67 -0.67
F 4.44392 -1.50049 6.44250 0.46 0.68 -0.50
F 5.83334 -0.58059 8.19125 0.06 0.78 -1.17
F 4.96007 0.49760 4.90732 -0.12 -0.61 0.89
As -3.05830 -3.57686 6.76871 -1.57 -0.49 0.08
F -4.61434 -4.00114 7.53012 1.08 0.48 -0.68
F -2.83950 -5.32488 6.44241 0.13 1.56 0.12
F -1.52940 -3.16711 6.03754 -0.19 -0.24 0.42
F -3.43972 -1.85073 6.95485 0.65 -0.95 0.62
F -2.28332 -3.78649 8.43910 -0.81 0.59 -2.35
F -3.84066 -3.32071 5.11454 0.84 -0.85 1.71
As -8.04202 4.19948 0.31812 -0.83 -0.24 0.46
F -6.50576 3.91389 -0.64266 -1.63 0.64 1.31
F -7.91629 2.60742 1.15120 0.17 1.46 -0.98
F -9.61680 4.45365 1.20647 1.56 -0.40 -0.89
F -8.33225 5.87003 -0.31993 0.71 -1.76 0.06
F -8.89232 3.41112 -1.04686 0.56 0.94 1.15
F -7.13638 4.93219 1.66913 -0.47 -0.57 -1.16
As 2.61484 7.93729 2.30800 -0.83 0.95 0.76
F 2.59184 8.96118 3.81735 0.05 -1.15 -1.76
F 0.82456 7.64210 2.51992 2.08 0.34 -0.35
F 2.55837 7.02924 0.76201 0.27 0.16 1.26
F 4.36687 8.23195 2.13813 -1.24 -0.41 0.03
F 2.96150 6.49138 3.29838 -0.32 1.09 -1.14
F 2.32164 9.39698 1.30194 0.06 -1.07 1.01
As -6.41667 -4.52317 -2.21941 -0.02 0.07 1.99
F -8.01663 -4.59675 -2.93249 0.80 0.24 0.10
F -5.65238 -4.40469 -3.84971 -0.56 -0.33 1.26
F -4.76068 -4.59257 -1.46883 -1.47 0.36 -0.81
F -7.19293 -4.60021 -0.53470 1.18 0.23 -2.27
F -6.38785 -6.29592 -2.21053 0.17 0.92 -0.40
F -6.44909 -2.74139 -2.14743 0.14 -1.60 -0.08
```
Forces are in eV/Å.

Calculated values
- E_LUMO (eV) = -1.247
- max |F| (Eh/bohr) = 0.0951
- E_HOMO (eV) = -7.340
- total energy (eV) = -406063.0652
- ΔE to the lowest compared entry with this formula, charge and spin (eV) = 9.910
- net charge = -2

Below is a structure of composition C6H5NO in a non-equilibrium geometry, with properties calculated with wB97M-V/def2-TZVPD.

Structure (XYZ):
```
13
Properties=species:S:1:pos:R:3:forces:R:3
C 0.62999 0.26992 0.87938 -1.29 0.24 1.08
C 1.96004 0.10435 0.63666 1.65 0.85 -1.02
C 1.01841 1.08083 -0.37295 -3.24 -0.01 0.11
C -0.23364 0.44997 -0.22125 -1.17 -1.76 -0.31
C 2.32411 1.26091 -0.24550 4.79 0.06 1.06
C -1.37613 -0.01274 -0.72850 0.69 1.39 -1.18
N 3.44030 1.86241 -0.41861 -0.01 1.71 -0.92
O 3.26875 3.08566 -1.19229 -1.08 -1.57 0.24
H 1.29267 1.68157 3.56852 1.71 -1.04 -0.07
H 1.98279 1.26070 3.53477 -1.69 1.06 0.10
H -1.60664 0.33652 -1.73592 -0.53 -0.28 0.44
H -1.94538 -0.71100 -0.15957 -0.37 -0.27 0.05
H 3.97893 3.68666 -0.96488 0.56 -0.39 0.42
```
Forces are in eV/Å.

Calculated values
- E_LUMO (alpha / beta) (eV) = -0.524 / -1.981
- max |F| (Eh/bohr) = 0.0954
- 2S+1 = 3
- E_HOMO (alpha / beta) (eV) = -7.022 / -8.879
- total energy (eV) = -9827.1430
- ΔE to the lowest compared entry with this formula, charge and spin (eV) = 7.735
- <S²> = 2.04
- net charge = 0